1.
# C4H11InNO

C4H11InNO as an isolated structure at a distorted geometry (ωB97M-V with the def2-TZVPD basis set, the Open Molecules 2025 dataset).

The geometry in XYZ format:
```
18
Properties=species:S:1:pos:R:3:forces:R:3:mulliken_spin:R:1
H -0.949528 0.881121 0.062055 -0.405 0.561 -0.643 0.009
C -0.393131 0.365254 -2.110616 1.305 0.643 -1.582 -0.167
H -0.956127 -2.195518 2.382553 0.209 -1.509 -0.119 0.100
C -0.132501 0.565730 -0.586858 0.377 -0.051 2.681 0.015
C -0.928401 -1.152466 2.067317 0.582 1.783 0.257 0.115
H 1.714010 1.405649 -1.129090 1.121 -0.189 -0.470 0.005
H -1.309813 -0.213883 -2.221938 -0.963 -0.380 0.630 -0.058
N 0.947590 1.529320 -0.483026 -2.144 -1.355 -1.159 -0.389
H -1.007424 -0.701848 3.056663 0.476 0.375 0.472 0.052
O 0.325425 -0.752005 1.428739 -3.116 -0.555 1.623 0.578
H -1.796967 -0.894889 1.461214 -0.037 -0.483 -0.666 0.028
H 0.389518 -0.208456 -2.607016 0.244 -0.039 -0.040 0.000
H 1.356685 -0.933750 -0.138434 0.261 -0.219 -0.782 0.026
H -0.197668 -1.689300 -0.397870 -0.818 0.013 0.345 0.021
H 0.583383 2.470110 -0.531767 0.030 1.402 0.492 -0.002
H -0.491517 1.328712 -2.610799 -0.171 0.130 -0.013 0.009
C 0.289301 -0.825040 0.053823 2.306 -0.535 -1.624 -0.016
In 2.557167 1.021259 2.305051 0.744 0.411 0.598 0.675
```
Forces are in eV/Å.

Results
net charge	+4
orbital gap (spin up / spin down)	7.0 / 4.8	eV
highest occupied orbital energy (spin up / spin down)	-29.3240 / -29.2609	eV
⟨S²⟩	1.441
energy	-12975.4552	eV
multiplicity	2

=====

2.
# C51H57N3NaO2P2S2

C51H57N3NaO2P2S2 as an isolated structure (ωB97M-V with the def2-TZVPD basis set, the Open Molecules 2025 dataset).

The geometry in XYZ format:
```
118
Properties=species:S:1:pos:R:3:forces:R:3:mulliken_charge:R:1
H 3.416356 -1.462116 3.226708 0.003 0.015 -0.009 0.359
C 4.889961 2.486781 -2.371861 0.000 0.018 -0.006 -0.789
H -1.335992 -2.145885 -1.871158 0.107 -0.002 0.006 0.298
H 0.462698 -4.570869 2.984116 -0.004 0.001 -0.001 0.526
H 2.785387 -0.715466 -4.452277 0.000 -0.008 -0.004 0.484
H -7.683152 1.137729 -1.742919 0.010 -0.003 0.007 0.390
C -4.781643 1.967670 -0.146395 -0.047 -0.047 -0.010 1.217
C -5.019354 0.714509 4.780508 0.020 0.032 0.020 -0.755
S -1.881519 -2.732207 2.578876 0.129 0.085 -0.260 1.038
C 4.902238 -0.256276 -2.774645 0.025 0.029 -0.006 -0.038
C 0.425764 4.100766 2.265207 0.005 -0.010 0.046 -0.968
C -0.235810 2.892398 2.433478 0.008 -0.225 -0.097 -0.443
H 4.878003 -3.393070 2.776963 0.003 -0.003 -0.007 0.404
H -2.029314 1.450138 -2.680116 0.013 -0.024 -0.024 -0.213
C 3.810253 0.341400 -2.146847 -0.020 0.032 -0.098 0.045
N -2.694917 0.586416 -0.014293 0.110 -0.251 0.067 0.777
C 0.765838 -3.579915 2.643345 -0.069 -0.091 -0.009 -1.028
C 2.307083 -1.636642 -4.140930 -0.002 0.001 0.027 -0.996
H -2.274361 -5.496463 3.133911 -0.008 -0.011 -0.009 0.312
C 2.819106 0.976080 3.958789 -0.136 0.091 0.109 -0.519
C 3.812492 1.719823 -1.947258 0.012 -0.026 -0.018 -0.507
C -5.109503 -0.142193 3.693335 0.004 -0.019 -0.020 -0.904
C -4.263709 3.170698 0.601604 0.008 -0.021 -0.013 -1.692
C -4.136288 -0.118832 2.706059 -0.052 0.005 -0.013 -0.096
H -5.045170 3.547010 1.265767 -0.001 0.024 -0.029 0.547
H 0.079519 0.076216 -4.247842 -0.006 0.000 0.014 -0.188
C -2.980498 1.620743 3.870792 0.021 -0.056 0.015 -0.684
H 2.081226 -2.348286 -6.149840 -0.001 0.000 0.004 0.409
C -6.025826 -0.191001 -1.379038 -0.014 0.003 0.020 -0.851
C 1.070323 -3.993800 -3.372609 0.005 -0.002 -0.010 -0.602
H -3.817235 -2.078504 -1.790311 -0.002 0.019 0.040 0.543
H 1.046228 4.478747 3.069139 -0.004 -0.006 -0.010 0.410
C -1.239254 1.564396 -3.433058 -0.150 -0.051 -0.022 -0.094
H -1.601183 2.319491 -4.139237 0.040 0.020 -0.014 0.640
H -2.720086 -0.949612 -3.658719 0.007 0.010 0.011 0.333
H -0.154109 2.880831 -2.271814 0.031 0.018 -0.025 -0.046
H -0.441438 -3.591211 0.835035 -0.010 0.013 -0.003 0.839
H 1.719505 -3.659387 2.117466 -0.056 -0.029 0.008 0.182
H -6.517491 -1.060654 -1.806673 0.000 0.020 0.004 0.436
C -2.814351 -4.022051 1.676369 0.055 0.034 -0.057 -0.414
C -4.157204 -1.725521 -0.810457 0.008 -0.009 -0.019 -1.286
C -0.463782 4.300835 0.052748 0.123 -0.031 0.110 -1.464
C -6.688413 1.025172 -1.328790 0.018 -0.012 0.005 -0.879
H 4.888432 3.555205 -2.195493 0.002 -0.007 -0.005 0.437
C 1.463333 -3.071729 -2.416936 0.004 0.013 -0.009 -0.868
H -6.583616 3.024190 -0.568185 0.004 -0.018 0.000 0.413
H -3.399225 2.946649 1.212363 -0.017 -0.030 0.028 0.033
C 1.290600 -3.739558 -4.721725 -0.005 -0.008 0.004 -0.698
C -0.999920 0.237874 -4.168028 0.001 0.009 -0.042 -0.082
H -3.858352 -3.846739 1.945088 0.006 -0.011 0.026 0.584
H -3.306393 -1.741791 -0.128350 -0.034 0.004 -0.034 -0.607
H -0.571417 4.851468 -0.876945 -0.014 0.004 0.008 0.549
C -4.042669 0.764929 -0.304836 0.044 0.270 0.019 -0.898
C -1.110539 3.085013 0.224526 -0.132 0.051 -0.059 -0.186
C -3.056271 0.763406 2.774795 -0.051 0.105 -0.017 0.924
H -0.226801 -0.812741 5.531837 0.013 -0.014 -0.004 0.416
O 2.877005 1.497071 0.958891 0.279 0.227 -0.062 -0.933
C -2.371552 -5.424302 2.049978 0.025 -0.009 -0.003 -1.317
C 2.097475 -1.882431 -2.785942 -0.018 0.003 -0.012 0.533
H 6.808201 2.484284 -3.332504 -0.004 -0.003 0.002 0.378
H -1.944486 -0.692808 -1.510122 -0.113 -0.012 -0.012 -0.706
H 4.097733 -3.009731 -1.408551 -0.003 -0.003 -0.002 0.286
H 0.018737 -1.963251 1.408481 -0.014 0.023 0.109 -1.269
C -1.629828 -0.996431 -3.528493 0.003 -0.060 -0.028 -0.791
H -3.098068 -6.163595 1.708742 0.005 -0.009 -0.007 0.463
H -1.383097 0.310201 -5.189990 0.020 -0.003 0.005 0.288
P 2.368044 -0.594283 -1.516496 0.066 0.020 0.138 1.783
C 0.681644 -0.305667 3.635400 0.134 -0.103 0.119 0.160
C 4.402994 -2.876506 1.952005 -0.006 0.030 0.016 -0.808
O -1.749331 -3.272448 3.957770 0.005 -0.111 0.338 -0.791
H -1.404794 -5.668121 1.605201 -0.001 0.006 0.016 0.196
C 1.907827 -2.558152 -5.101368 -0.002 -0.003 -0.005 -0.585
H -1.278338 -1.871906 -4.081776 -0.023 0.008 0.000 0.512
C 1.827419 0.353375 3.200291 0.069 0.193 -0.059 -0.443
C 3.151123 -1.546297 -0.152670 0.018 -0.017 -0.083 0.027
H -3.986568 3.983042 -0.077537 0.025 -0.014 0.007 0.310
H -2.706386 -3.813474 0.609490 -0.039 0.012 0.030 0.075
C 5.967832 1.885455 -3.002918 0.004 0.014 -0.004 -0.555
C -4.747502 -0.338718 -0.858054 -0.071 -0.049 -0.048 1.006
H 0.586375 -4.912621 -3.064850 -0.001 -0.002 0.001 0.427
N -0.016650 1.988372 -2.735010 -0.106 0.096 0.046 -0.322
H 6.817777 0.035298 -3.689249 -0.005 0.003 0.004 0.417
C -1.034891 2.357065 1.415748 -0.144 0.226 -0.070 0.484
H 5.218674 -4.174164 0.444970 -0.005 -0.001 0.000 0.405
H 1.275998 -3.273719 -1.367799 -0.004 -0.002 -0.002 0.546
H 3.647812 1.487784 3.481789 0.028 -0.016 -0.028 0.433
C 5.974049 0.510632 -3.203754 -0.002 -0.025 -0.001 -0.800
C -0.271200 -2.969739 1.719640 -0.015 -0.051 -0.080 0.620
C 4.590072 -3.316136 0.649583 -0.031 0.018 -0.037 -0.886
H 0.980683 -4.458438 -5.469728 0.000 0.001 0.002 0.357
H -2.162574 2.321501 3.960973 0.008 0.008 -0.021 0.209
H -5.940233 -0.833609 3.611234 0.012 0.011 -0.002 0.437
C 2.969956 -1.111533 1.163426 -0.006 0.035 0.114 0.355
Na -0.275386 0.548803 -0.799752 0.441 0.005 0.087 0.465
H -4.906402 -2.436876 -0.453903 -0.014 -0.011 -0.022 0.560
H 4.916109 -1.328214 -2.931658 -0.003 0.000 0.003 0.277
S 1.978797 0.395474 1.431690 -0.303 -0.417 -0.157 2.129
H 2.990965 2.180470 -1.412769 -0.003 -0.013 0.008 0.535
C 3.589336 -1.784069 2.208673 0.061 -0.017 0.041 -0.847
C 1.561756 0.281783 5.873295 0.025 0.005 -0.012 -0.429
H 0.743859 2.107789 -3.394581 0.026 -0.051 0.042 0.251
H 0.834889 5.757257 0.959133 -0.006 -0.007 0.001 0.355
C 0.313359 4.815521 1.080906 0.019 0.002 -0.032 -1.135
H -4.224751 -0.787011 1.857848 0.008 0.003 0.025 0.364
C 2.673066 0.938315 5.334072 0.006 0.017 0.000 -0.882
H 1.443849 0.244798 6.952915 -0.017 0.014 0.006 0.322
C -6.062867 2.077151 -0.681748 0.029 -0.041 0.042 -0.731
H 3.403371 1.412660 5.979973 -0.004 -0.009 0.006 0.359
N -1.263649 -1.166606 -2.119019 -0.109 0.061 -0.021 0.392
H -1.757261 2.690961 -0.556652 0.017 0.054 0.003 1.369
H -0.098388 2.341762 3.353005 0.022 -0.052 0.083 0.316
C 0.615842 -0.317831 5.050630 -0.050 -0.015 -0.017 -0.790
H -5.775090 0.695310 5.556650 0.007 0.003 -0.005 0.352
H 0.895253 -2.942008 3.517078 0.019 0.004 -0.038 0.062
H -3.866059 2.269584 5.708766 -0.001 -0.011 -0.011 0.427
C 3.962134 -2.654358 -0.394240 0.028 -0.036 0.057 -0.392
C -3.949953 1.595052 4.864293 -0.007 -0.016 0.006 -0.682
P -1.825448 0.649412 1.411853 -0.282 0.187 -0.111 1.105
```
Forces are in eV/Å.

Results
net charge	-1
orbital gap	5.2	eV
highest occupied orbital energy	-3.5576	eV
energy	-107042.0718	eV
multiplicity	1

=====

3.
# ClH2NO2Si

One molecule with the formula ClH2NO2Si at a distorted geometry (ωB97M-V with the def2-TZVPD basis set, the Open Molecules 2025 dataset).

The geometry in XYZ format:
```
7
Properties=species:S:1:pos:R:3:forces:R:3:nbo_charge:R:1
H -1.530901 -0.564172 -1.122488 0.815 0.781 1.886 -0.104
Cl -0.429486 2.125497 -0.347570 -0.187 -0.140 -0.128 -0.366
N 1.047760 -0.509585 0.025893 -2.624 -0.005 -3.228 0.288
O 1.466845 -0.692102 -1.132580 -0.362 0.451 1.517 -0.412
Si -0.804035 0.163086 0.119271 1.069 0.053 -3.010 1.101
H -1.342446 0.287999 1.433084 -0.300 -0.637 0.796 -0.152
O 1.592266 -0.810721 1.024389 1.588 -0.504 2.167 -0.354
```
Forces are in eV/Å.

Results
net charge	0
orbital gap	10.4	eV
SMILES	O=[N+]([O-])[SiH2]Cl
highest occupied orbital energy	-10.6462	eV
energy	-26015.5423	eV
multiplicity	1